Entry from the OMol25 dataset: 6 unconnected molecules or ions with the total composition C46H51N2O23 at a distorted geometry (ωB97M-V with the def2-TZVPD basis set).

Each line ends with the Mulliken spin population.
CARTESIAN COORDINATES (ANGSTROEM)
C: 4.042 -3.407 3.410  0.012
C: 3.000 -2.198 2.899  0.014
C: 2.421 -1.554 4.330  0.041
C: 1.816 -2.967 2.079  0.001
C: 1.224 -2.207 0.768  -0.005
C: -0.427 -1.999 0.777  0.000
C: -1.010 -1.361 2.169  0.000
C: -1.292 0.272 2.102  -0.001
C: -2.507 0.629 1.033  0.000
C: -1.812 1.541 -0.169  0.000
N: -2.216 3.020 -0.029  0.000
C: 1.518 -3.219 -0.531  0.001
C: 0.691 -2.805 -1.883  0.002
O: -0.550 -3.285 -2.173  0.000
O: 1.246 -1.875 -2.922  0.000
C: 1.874 -0.770 0.384  0.009
C: 3.094 -0.228 1.313  0.011
C: 2.524 1.058 2.182  0.031
C: 4.209 0.440 0.257  0.007
N: 3.854 -1.250 2.105  0.316
O: 4.861 -0.708 2.840  0.595
H: 4.777 -3.662 2.535  -0.007
H: 3.406 -4.350 3.770  0.000
H: 4.608 -3.037 4.391  0.000
H: 2.205 -2.499 5.025  -0.001
H: 3.246 -0.922 4.899  -0.004
H: 1.402 -0.995 4.201  -0.006
H: 0.991 -3.271 2.887  -0.003
H: 2.276 -4.011 1.727  0.000
H: -0.921 -3.062 0.637  0.000
H: -0.794 -1.270 -0.094  0.000
H: -2.085 -1.852 2.335  0.000
H: -0.395 -1.609 3.132  0.000
H: -0.322 0.910 1.946  0.000
H: -1.722 0.573 3.173  0.000
H: -3.052 -0.340 0.611  0.000
H: -3.326 1.272 1.582  0.000
H: -2.126 1.081 -1.208  0.000
H: -0.620 1.492 -0.135  0.000
H: -2.327 3.416 -0.993  0.000
H: -1.398 3.562 0.382  0.000
H: 1.109 -4.275 -0.188  0.001
H: 2.668 -3.316 -0.768  -0.002
H: 1.166 -0.925 -2.614  0.000
H: 2.270 -0.814 -0.736  0.002
H: 1.001 0.044 0.363  -0.002
H: 1.991 1.768 1.383  -0.002
H: 1.693 0.771 2.956  -0.003
H: 3.420 1.669 2.625  -0.001
H: 3.664 0.910 -0.674  0.000
H: 4.951 -0.424 -0.069  -0.007
H: 4.860 1.211 0.865  0.001
C: 2.930 2.736 -6.188  0.000
C: 2.262 2.352 -5.098  0.000
C: 1.770 0.956 -4.944  0.000
O: 1.176 0.628 -3.922  0.000
C: 2.017 0.012 -6.045  0.000
C: 2.681 0.396 -7.137  0.000
C: 3.198 1.785 -7.279  0.000
O: 3.821 2.104 -8.286  0.000
O: 2.915 -0.485 -8.177  0.000
O: 2.004 3.241 -4.070  0.000
H: 3.295 3.747 -6.313  0.000
H: 1.638 -0.995 -5.928  0.000
H: 3.414 0.030 -8.848  0.000
H: 1.511 2.724 -3.397  0.000
C: -3.618 -4.903 6.348  0.000
C: -2.652 -4.654 5.461  0.000
C: -2.182 -3.266 5.198  0.000
O: -1.280 -3.070 4.391  0.000
C: -2.836 -2.168 5.927  0.000
C: -3.804 -2.416 6.812  0.000
C: -4.254 -3.807 7.095  0.000
O: -5.133 -4.005 7.926  0.000
O: -4.424 -1.389 7.498  0.000
O: -2.051 -5.680 4.754  0.000
H: -3.967 -5.908 6.551  0.000
H: -2.497 -1.162 5.713  0.000
H: -5.086 -1.824 8.078  0.000
H: -1.385 -5.244 4.179  0.000
C: -2.130 7.725 -4.613  0.000
C: -2.485 6.481 -4.288  0.000
C: -2.124 5.892 -2.969  0.000
O: -2.481 4.752 -2.693  0.000
C: -1.335 6.715 -2.040  0.000
C: -0.977 7.959 -2.365  0.000
C: -1.362 8.557 -3.673  0.000
O: -1.034 9.709 -3.936  0.000
O: -0.233 8.737 -1.498  0.000
O: -3.205 5.692 -5.168  0.000
H: -2.388 8.167 -5.567  0.000
H: -1.064 6.269 -1.092  0.000
H: -0.104 9.593 -1.961  0.000
H: -3.339 4.838 -4.702  0.000
C: -9.573 0.219 8.291  0.000
C: -8.360 -0.245 7.986  0.000
C: -7.938 -1.621 8.368  0.000
O: -6.824 -2.026 8.057  0.000
C: -8.892 -2.450 9.121  0.000
C: -10.105 -1.985 9.430  0.000
C: -10.536 -0.619 9.023  0.000
O: -11.663 -0.226 9.305  0.000
O: -11.005 -2.757 10.140  0.000
O: -7.449 0.537 7.300  0.000
H: -9.893 1.216 8.017  0.000
H: -8.567 -3.441 9.409  0.000
H: -11.808 -2.200 10.236  0.000
H: -6.648 -0.022 7.199  0.000
C: 7.151 0.593 -10.451  0.000
C: 8.365 0.130 -10.757  0.000
C: 8.786 -1.246 -10.374  0.000
O: 9.901 -1.651 -10.685  0.000
C: 7.832 -2.075 -9.621  0.000
C: 6.620 -1.610 -9.312  0.000
C: 6.189 -0.245 -9.719  0.000
O: 5.062 0.148 -9.437  0.000
O: 5.719 -2.383 -8.602  0.000
O: 9.276 0.912 -11.442  0.000
H: 6.831 1.590 -10.725  0.000
H: 8.158 -3.067 -9.333  0.000
H: 4.916 -1.825 -8.506  0.000
H: 10.077 0.353 -11.543  0.000

Computed properties:
HOMO-LUMO gap (spin up / spin down) (eV): 7.012 / 7.289
E_HOMO (spin up / spin down) (eV): -8.99 / -9.27
<S²>: 0.75
Multiplicity: 2

---

Entry from the OMol25 dataset: a molecular structure, C46H52F3IrNPSb (ωB97M-V with the def2-TZVPD basis set).

Each line ends with the Mulliken spin population.
CARTESIAN COORDINATES (ANGSTROEM)
Ir: 0.071 0.023 0.692  2.002
C: 2.856 -3.050 1.598  0.033
C: 3.210 -1.989 0.547  0.012
C: 4.352 -2.438 -0.369  0.014
P: 1.702 -1.384 -0.312  0.199
C: 2.233 -0.690 -1.918  0.005
C: 3.037 0.590 -1.651  0.020
C: 1.013 -0.401 -2.803  -0.003
C: 0.655 -2.815 -0.751  0.032
C: 1.142 -3.984 -1.287  -0.017
C: 0.309 -5.065 -1.620  0.157
C: 0.879 -6.341 -2.166  -0.018
C: -1.084 -4.927 -1.433  -0.038
C: -1.616 -3.785 -0.910  0.197
C: -0.763 -2.699 -0.521  0.112
N: -1.253 -1.582 0.027  0.316
C: -2.662 -1.497 0.327  -0.008
C: -3.444 -0.594 -0.393  0.014
C: -2.838 0.265 -1.481  0.056
C: -4.800 -0.523 -0.091  -0.010
C: -5.384 -1.318 0.891  0.020
C: -6.863 -1.237 1.193  -0.002
C: -4.566 -2.195 1.590  -0.018
C: -3.206 -2.301 1.331  0.024
C: -2.359 -3.256 2.144  0.009
H: 3.689 -3.167 2.296  0.000
H: 2.669 -4.022 1.135  0.003
H: 1.973 -2.780 2.184  0.007
H: 3.535 -1.094 1.079  0.022
H: 4.067 -3.262 -1.028  0.000
H: 5.180 -2.793 0.251  0.000
H: 4.732 -1.627 -0.993  0.001
H: 2.862 -1.443 -2.398  0.005
H: 2.407 1.336 -1.157  -0.004
H: 3.384 1.013 -2.599  -0.001
H: 3.916 0.417 -1.022  0.004
H: 0.335 0.303 -2.312  -0.020
H: 0.452 -1.309 -3.049  -0.002
H: 1.341 0.057 -3.742  -0.003
H: 2.204 -4.078 -1.490  0.011
H: 1.934 -6.240 -2.416  -0.001
H: 0.337 -6.664 -3.058  0.013
H: 0.782 -7.140 -1.426  0.022
H: -1.743 -5.740 -1.726  0.003
H: -2.691 -3.675 -0.798  0.011
H: -2.378 -0.345 -2.264  -0.003
H: -2.061 0.919 -1.080  -0.024
H: -3.598 0.893 -1.944  0.003
H: -5.422 0.174 -0.651  0.001
H: -7.335 -0.412 0.657  0.000
H: -7.044 -1.096 2.263  0.001
H: -7.371 -2.161 0.901  0.002
H: -4.995 -2.810 2.381  0.001
H: -2.776 -3.365 3.148  0.002
H: -1.327 -2.911 2.238  0.026
H: -2.322 -4.250 1.690  -0.006
F: -5.194 -0.023 6.623  0.000
C: -4.054 -0.038 5.923  0.000
C: -2.880 -0.353 6.581  0.002
C: -1.699 -0.368 5.853  -0.009
C: -1.709 -0.084 4.485  -0.013
C: -2.910 0.240 3.856  0.029
C: -4.098 0.267 4.579  0.007
Sb: 0.097 0.037 3.394  0.278
C: 0.832 1.829 4.238  -0.006
C: 0.473 3.035 3.630  0.007
C: 0.854 4.245 4.196  0.001
C: 1.603 4.223 5.355  0.000
F: 1.979 5.387 5.896  0.000
C: 1.980 3.051 5.978  0.002
C: 1.590 1.843 5.410  0.002
C: 1.290 -1.397 4.388  0.023
C: 2.672 -1.213 4.498  -0.003
C: 3.474 -2.195 5.066  0.001
C: 2.878 -3.361 5.498  0.006
F: 3.648 -4.311 6.039  0.000
C: 1.519 -3.584 5.402  0.001
C: 0.722 -2.590 4.844  -0.003
H: -2.900 -0.569 7.644  0.001
H: -0.769 -0.600 6.364  0.001
H: -2.933 0.482 2.796  -0.006
H: -5.045 0.522 4.115  0.000
H: -0.102 3.037 2.709  -0.011
H: 0.582 5.197 3.752  0.000
H: 2.563 3.091 6.892  0.000
H: 1.867 0.918 5.905  0.001
H: 3.136 -0.296 4.146  -0.003
H: 4.545 -2.066 5.176  0.000
H: 1.098 -4.516 5.768  0.000
H: -0.350 -2.752 4.775  -0.002
C: -1.343 5.210 0.551  0.015
C: -0.143 4.603 -0.195  0.033
C: -0.302 4.841 -1.707  0.017
C: 1.160 5.255 0.300  0.018
C: -0.087 3.146 0.065  -0.001
C: -0.043 1.945 0.277  0.442
H: -1.396 6.286 0.352  0.002
H: -1.250 5.065 1.632  -0.003
H: -2.279 4.750 0.223  -0.003
H: -0.323 5.918 -1.910  0.002
H: -1.231 4.400 -2.075  -0.003
H: 0.533 4.401 -2.259  -0.003
H: 1.112 6.340 0.152  0.002
H: 2.020 4.868 -0.253  -0.003
H: 1.318 5.055 1.363  -0.005

Computed properties:
HOMO-LUMO gap (spin up / spin down) (eV): 7.655 / 6.024
E_HOMO (spin up / spin down) (eV): -9.76 / -10.98
<S²>: 6.06
Multiplicity: 5
Total charge: +1

---

Values of electronic energy, in order: -98588.1042, -76846.1532, all in eV.